Density functional theory data (ωB97M-V with the def2-TZVPD basis set) for C35H45BrN4P2Pb as an isolated structure.

Calculated values
Frontier orbital gap (spin up / spin down): 3.55 / 3.38 eV
Relative energy (zero: lowest compared OMol25 entry of this formula, charge and spin): 0.267 eV
LUMO level (spin up / spin down): -13.4443 / -13.6167 eV
E_HOMO (spin up / spin down): -17.0 / -17.0 eV

```
! RIJCOSX wB97M-V def2-TZVPD def2/J DEFGRID3
* xyz 4 1
C -6.901 -4.850 -2.861
C -5.881 -4.265 -3.624
C -5.743 -4.686 -4.950
C -6.524 -5.745 -5.423
N -7.443 -6.316 -4.656
C -7.644 -5.902 -3.412
C -4.871 -3.365 -3.071
C -3.956 -2.730 -2.548
C -2.818 -2.383 -1.753
C -2.861 -1.325 -0.861
C -1.801 -1.139 -0.003
C -0.652 -1.826 -0.239
C -0.592 -3.017 -0.983
C -1.685 -3.186 -1.873
Pb 0.136 -0.658 -2.407
P -0.371 2.381 -2.261
H -5.010 -4.187 -5.583
H -7.088 -4.488 -1.850
H -6.387 -6.095 -6.441
H -8.414 -6.391 -2.826
H -1.729 -3.954 -2.673
H -3.727 -0.705 -0.828
H 0.199 -3.787 -0.980
H -1.924 -0.432 0.800
C 0.525 3.981 -2.473
C 0.124 4.962 -3.587
H 1.586 3.692 -2.593
H 0.467 4.491 -1.497
H 0.758 5.852 -3.480
H 0.295 4.547 -4.591
H -0.929 5.270 -3.513
C -1.366 2.087 -3.796
C -2.888 2.102 -3.739
H -1.049 1.116 -4.244
H -1.039 2.879 -4.477
H -3.244 1.829 -4.742
H -3.360 1.412 -3.036
H -3.280 3.105 -3.541
C -1.576 2.709 -0.899
C -2.353 4.017 -0.693
H -1.048 2.426 0.026
H -2.345 1.938 -1.052
H -3.123 3.818 0.063
H -1.729 4.847 -0.324
H -2.891 4.350 -1.593
Br 1.042 -0.276 0.279
P 2.796 -1.389 -4.331
C 2.297 0.400 -4.424
C 2.763 1.272 -5.601
H 2.614 0.844 -3.475
H 1.191 0.398 -4.470
H 2.027 2.067 -5.773
H 3.707 1.775 -5.373
H 2.851 0.717 -6.544
C 3.488 -1.651 -2.573
C 4.890 -2.280 -2.740
H 2.844 -2.356 -1.999
H 3.510 -0.703 -2.005
H 5.443 -2.307 -1.808
H 4.819 -3.332 -3.046
H 5.532 -1.757 -3.454
C 1.217 -2.373 -4.550
C 0.925 -2.907 -5.963
H 0.319 -1.773 -4.278
H 1.233 -3.210 -3.840
H 0.177 -3.709 -5.917
H 0.514 -2.129 -6.617
H 1.812 -3.333 -6.438
N 1.201 2.695 9.363
C 1.115 1.984 8.438
C 0.921 1.129 7.279
C 1.005 -0.268 7.423
C 0.737 -1.089 6.329
C 0.417 -0.496 5.106
C 0.232 0.884 4.979
C 0.569 1.700 6.050
N 0.063 -1.287 3.985
C 0.520 -2.584 3.666
C -0.374 -3.055 2.696
N -1.326 -2.087 2.469
C -1.058 -1.045 3.236
H 1.275 -0.714 8.386
H 0.711 -2.180 6.415
H -0.149 1.310 4.056
H 0.550 2.783 5.965
H 1.473 -2.930 4.096
H -0.428 -4.011 2.151
H -1.625 -0.153 3.403
*
```

Density functional theory data (ωB97M-V with the def2-TZVPD basis set) for C35H45BrN4P2Sn as an isolated structure.

Calculated values
Frontier orbital gap (spin up / spin down): 4.29 / 4.25 eV
LUMO level (spin up / spin down): -8.6859 / -8.4973 eV
E_HOMO (spin up / spin down): -13.0 / -12.8 eV

```
! RIJCOSX wB97M-V def2-TZVPD def2/J DEFGRID3
* xyz 2 1
C 0.098 -5.553 1.520
C 1.302 -4.824 1.424
C 2.121 -4.957 0.285
C 1.765 -5.941 -0.648
N 0.660 -6.666 -0.526
C -0.131 -6.518 0.532
C 1.635 -3.793 2.389
C 1.559 -2.639 2.822
C 1.743 -1.234 2.995
C 0.596 -0.462 2.828
C 0.758 0.959 2.957
C 2.026 1.354 2.482
C 3.210 0.691 2.728
C 3.027 -0.634 3.151
Sn 0.783 1.833 0.625
P -0.542 -0.907 -1.221
H 2.901 -4.216 0.043
H -0.689 -5.296 2.250
H 2.362 -6.093 -1.544
H -1.007 -7.159 0.567
H 3.889 -1.259 3.436
H -0.366 -0.975 2.708
H 4.244 1.119 2.680
H 0.014 1.548 3.517
C -1.612 -0.296 -2.608
C -1.977 -1.107 -3.849
H -1.102 0.626 -2.926
H -2.534 0.024 -2.102
H -2.586 -0.449 -4.488
H -1.118 -1.432 -4.451
H -2.603 -1.983 -3.634
C 0.607 -2.131 -2.020
C 0.063 -3.441 -2.585
H 1.340 -2.355 -1.225
H 1.151 -1.570 -2.801
H 0.911 -3.978 -3.041
H -0.359 -4.095 -1.804
H -0.690 -3.282 -3.373
C -1.680 -1.956 -0.242
C -2.813 -2.704 -0.939
H -2.116 -1.261 0.491
H -1.055 -2.650 0.338
H -3.391 -3.251 -0.181
H -3.510 -2.036 -1.460
H -2.453 -3.451 -1.657
Br 2.031 3.833 1.483
P 2.588 1.893 -1.950
C 2.356 1.118 -3.597
C 2.755 2.027 -4.755
H 1.274 0.877 -3.632
H 2.890 0.152 -3.634
H 2.551 1.516 -5.701
H 2.169 2.953 -4.752
H 3.823 2.280 -4.737
C 2.530 3.717 -2.165
C 3.851 4.461 -2.154
H 1.920 4.068 -1.318
H 1.950 3.947 -3.067
H 3.649 5.537 -2.089
H 4.467 4.206 -1.286
H 4.437 4.311 -3.068
C 4.230 1.351 -1.282
C 5.406 1.193 -2.248
H 3.999 0.357 -0.853
H 4.479 1.998 -0.423
H 6.265 0.815 -1.678
H 5.194 0.444 -3.023
H 5.720 2.130 -2.731
N -6.740 3.156 7.826
C -6.199 2.990 6.807
C -5.530 2.767 5.566
C -4.212 2.307 5.574
C -3.570 2.054 4.362
C -4.222 2.328 3.151
C -5.525 2.837 3.137
C -6.201 2.995 4.356
N -3.505 2.166 1.955
C -3.913 2.453 0.622
C -2.768 2.391 -0.137
N -1.658 2.158 0.704
C -2.170 1.894 1.917
H -3.669 2.153 6.503
H -2.568 1.635 4.418
H -5.994 3.107 2.191
H -7.243 3.312 4.357
H -4.943 2.643 0.338
H -2.677 2.381 -1.218
H -1.657 1.488 2.794
*
```

Electronic energy for every record listed, in sequence, given in Eh: -5027.5157; -5049.9161.
Molecular weight for every record listed, in sequence, given in g mol⁻¹: 870.8; 782.3.